A structure of composition C9H27ClIIrOP2S. Source: the OMol25 dataset; level of theory: ωB97M-V/def2-TZVPD.

Total charge: +3
HOMO level (alpha / beta) in eV: -18.04 / -19.68
2S+1: 6
HOMO-LUMO gap (alpha / beta) in eV: 6.40 / 5.88

XYZ file:
```
43
Properties=species:S:1:pos:R:3:lowdin_charge:R:1
C -1.4286 0.0104 0.1399 -0.345
I 1.2764 0.0401 1.3588 0.955
H -2.1165 -0.0637 -0.7394 0.061
H -1.7114 0.9219 0.4890 -0.040
H -1.7625 -1.0082 0.5451 0.037
Ir 0.0335 -0.0022 -1.6130 0.781
P 0.3138 2.1770 -0.4748 0.573
C -0.0793 3.1471 1.1101 -0.209
C 1.9987 2.7427 -0.7761 -0.251
H 1.9829 3.8263 -0.9348 0.089
H -0.6218 4.0379 -1.6762 0.081
H 2.3754 2.2307 -1.6510 0.034
H -0.5753 2.5197 -2.6512 0.037
H 0.6491 2.9840 1.8957 0.030
H 2.6343 2.5098 0.0859 0.045
C -0.8005 2.9680 -1.6854 -0.220
H -0.0651 4.1953 0.8520 0.075
H -1.8320 2.7531 -1.4133 0.066
H -1.0587 2.9195 1.5206 0.043
P 0.2205 -2.1080 -0.4116 0.568
C -0.2642 -2.9482 1.2247 -0.204
C -0.9180 -2.9217 -1.5907 -0.218
H 2.2763 -2.3498 -1.5915 0.042
H 1.7032 -3.9026 -0.8782 0.086
H 2.5053 -2.6676 0.1610 0.053
C 1.8583 -2.8329 -0.7082 -0.231
H -0.7042 -2.4920 -2.5696 0.038
H -0.7098 -3.9863 -1.5502 0.080
H -0.4937 -3.9817 0.9786 0.080
H -1.1394 -2.4675 1.6725 0.029
H -1.9509 -2.7115 -1.2918 0.072
H 0.5577 -2.9242 1.9412 0.042
Cl 1.3570 -0.0403 -3.4975 0.129
C -2.2815 0.7971 4.5949 -0.094
S -0.8459 0.4280 3.4895 0.880
C -0.0588 -0.9440 4.3112 -0.217
O -1.7327 -0.1737 2.4749 -0.461
H -2.0304 0.8514 5.6687 0.108
H -2.9825 0.0117 4.3651 0.078
H -2.6708 1.7280 4.2087 0.074
H -0.6792 -1.8159 3.9560 0.099
H 0.9685 -1.0454 4.0047 0.019
H -0.2158 -0.7983 5.4024 0.104
```